# 1
Formula: C2H8NOP
Source: the OMol25 dataset
Level of theory: wB97M-V/def2-TZVPD

```
13
Properties=species:S:1:pos:R:3:lowdin_charge:R:1
H 1.812 -1.909 1.328 0.00
H 0.580 -0.531 2.210 -0.01
H -0.197 -1.258 0.120 0.07
N 1.259 -0.022 -0.200 -0.26
H 0.258 -1.095 -1.483 0.09
H -1.185 1.144 0.155 0.03
H -2.146 0.250 -1.037 0.09
H 1.185 1.605 -0.042 0.30
P 1.671 -0.530 1.398 0.55
O 2.811 0.245 1.975 -0.45
H -0.764 1.318 -1.501 0.03
C -0.057 -0.471 -0.659 -0.38
C -1.139 0.688 -0.779 -0.07
```

Results
- Energy above the lowest of the compared OMol25 structures with the same formula, charge and spin: 96.7 kcal/mol
- Gap between HOMO and LUMO: 9.61 eV
- Total charge: 0

# 2
Formula: C5H10O2
Source: the OMol25 dataset
Level of theory: wB97M-V/def2-TZVPD

```
17
Properties=species:S:1:pos:R:3:lowdin_charge:R:1
C -0.429 -1.466 -0.802 -0.25
C 0.607 0.096 1.040 -0.12
H -1.119 -1.390 -1.659 0.13
H 1.584 2.053 1.416 0.12
C -0.413 -0.125 -0.088 -0.30
H -0.138 1.972 1.878 0.12
H 1.595 -0.281 0.737 0.12
O -0.873 -2.465 0.098 -0.06
H -0.835 1.322 -1.703 0.13
H 0.858 0.770 -1.591 0.13
C 0.607 1.631 1.143 -0.19
C -0.040 1.038 -1.003 -0.19
H 0.339 -0.388 1.984 0.12
H 0.575 -1.696 -1.205 0.13
O 0.232 2.131 -0.143 -0.13
H -1.130 -3.244 -0.412 0.09
H -1.421 0.045 0.312 0.16
```

Results
- SMILES: OC[C@H]1CCOC1
- Energy above the lowest of the compared OMol25 structures with the same formula, charge and spin: 35.9 kcal/mol
- Gap between HOMO and LUMO: 10.40 eV
- Total charge: 0

# 3
Formula: C23H37IrN10O7P2
Source: the OMol25 dataset
Level of theory: wB97M-V/def2-TZVPD

```
80
Properties=species:S:1:pos:R:3:mulliken_spin:R:1
C -0.781 -2.029 2.515 -0.02
H 2.180 4.932 0.399 0.00
C -5.755 1.701 0.508 0.00
O -0.204 -4.938 -0.444 0.06
N -2.605 0.340 -0.613 0.21
H -2.254 1.314 -2.504 0.00
N -3.829 -2.457 -1.326 0.01
O -4.415 -6.532 -1.205 0.00
C 1.841 2.643 -3.653 0.00
H -0.402 4.772 0.108 0.00
P 2.661 0.104 0.108 0.00
H 6.028 -0.591 0.310 0.03
H 3.912 1.467 3.137 0.00
C -0.781 -0.848 4.586 -0.01
N 1.095 3.626 -0.838 0.01
H 2.359 2.152 2.625 0.01
H -5.305 -3.967 -1.627 0.00
H 1.577 -0.058 -3.664 0.01
H -4.646 2.539 -1.942 0.00
H 2.724 -1.734 2.032 0.00
Ir -0.809 -0.871 -0.423 2.87
H -0.060 5.223 -1.576 0.00
C -0.926 0.281 2.490 -0.02
H 5.919 0.364 -1.176 0.03
C -2.150 -3.685 -0.915 -0.04
H -6.553 1.025 0.209 0.00
N 4.137 -0.496 -0.543 0.75
N -0.667 -0.807 7.165 0.00
C -0.722 -3.868 -0.614 0.00
C -0.164 4.387 -0.884 0.00
C -3.343 -6.056 -1.063 0.00
H 3.776 2.293 1.578 0.00
C -0.720 -0.823 6.020 0.00
H -1.450 -6.235 -0.751 0.00
H -0.983 3.755 -1.224 0.00
C -0.880 0.342 3.868 0.01
O -0.068 1.311 -0.464 0.13
N -4.506 1.336 -0.172 0.01
N 2.910 0.347 1.683 0.11
H 0.091 0.687 -4.276 0.00
C 3.041 -0.833 2.557 -0.01
H 0.096 -0.116 -2.705 -0.01
H 1.923 3.648 -3.249 0.00
H 4.657 -1.483 -2.276 0.05
C -3.222 -4.561 -1.120 -0.01
C 5.408 0.128 -0.237 -0.01
O -2.243 -6.780 -0.870 0.00
H -5.606 1.650 1.583 0.00
C 2.286 4.436 -0.565 0.00
C -0.730 -2.054 3.895 0.01
H 4.074 -0.949 2.889 0.00
N -2.523 -2.416 -1.046 0.15
H -4.334 -1.610 -1.532 0.00
H 1.346 2.705 -4.620 0.00
C -3.600 0.454 0.260 -0.01
H 2.840 2.226 -3.799 0.00
C -2.898 1.199 -1.652 -0.01
H 2.407 -0.698 3.433 0.00
C 3.261 1.644 2.283 0.00
C -4.080 1.815 -1.384 0.00
N 1.029 1.788 -2.765 -0.01
H 3.185 3.825 -0.554 0.00
H 3.182 -2.120 -1.460 0.00
H -0.925 1.294 4.377 0.00
P 1.037 2.061 -1.169 0.03
C 0.686 0.509 -3.381 0.05
H 4.818 -2.446 -0.801 0.04
C 4.180 -1.719 -1.317 -0.01
N -0.883 -0.883 1.827 0.19
H 5.277 1.029 0.355 0.01
H 2.396 5.199 -1.337 0.00
O 1.604 -0.841 -0.276 0.11
H -6.016 2.718 0.231 0.00
H -0.734 -2.945 1.943 0.02
O -0.039 -2.723 -0.538 0.25
O 2.490 1.528 -0.533 0.01
H -0.655 -2.996 4.421 0.00
H -3.684 -0.082 1.190 0.00
H -0.997 1.177 1.886 0.01
C -4.283 -3.724 -1.388 0.01
```

Results
- Energy above the lowest of the compared OMol25 structures with the same formula, charge and spin: 2.2 kcal/mol
- Spin multiplicity: 6
- Gap between HOMO and LUMO (alpha / beta): 8.21 / 4.25 eV
- Total charge: +3

# 4
Formula: C28H30BCrN10
Source: the OMol25 dataset
Level of theory: wB97M-V/def2-TZVPD

```
70
Properties=species:S:1:pos:R:3:mulliken_spin:R:1
C -1.267 2.479 3.389 0.00
C -2.095 -4.579 -0.574 0.00
C -1.647 1.850 -1.821 0.04
H -2.237 2.646 3.848 0.00
H -3.480 2.335 -0.587 0.00
N 3.182 0.873 -0.148 0.02
H 4.406 -0.798 0.498 0.00
C -3.415 -0.132 0.007 0.02
H -3.812 -3.625 -1.484 0.00
H -0.555 -1.161 2.880 0.00
C -2.081 2.473 -2.988 0.00
Cr 0.311 0.131 -0.196 3.16
C -0.909 -4.498 0.141 0.00
C 1.230 -2.050 -2.292 0.05
C 2.096 2.639 -0.720 0.03
H -2.314 -5.641 -0.764 0.00
N 2.372 -0.866 1.598 0.03
C 1.555 -1.583 3.541 0.00
H -0.470 -5.446 0.453 0.00
C -2.328 -2.259 -0.682 0.01
H -3.593 -0.805 0.866 0.00
H -3.073 1.797 1.866 0.00
C -2.385 1.967 -0.495 0.01
H -1.930 2.759 0.040 -0.01
N 0.028 1.637 1.600 -0.03
C 0.117 0.909 -2.988 0.04
C 3.440 2.973 -0.554 0.00
C 0.506 -1.176 2.685 0.07
C -0.466 -3.205 0.377 0.01
C 1.108 2.806 3.376 0.00
C 2.691 -1.394 2.822 0.02
C 3.238 -2.476 -1.475 0.02
N 1.426 -1.213 -1.247 -0.17
N 2.633 -1.451 -0.814 0.04
N 1.931 1.357 -0.400 -0.09
H 0.183 1.335 -5.103 0.00
N -0.538 1.108 -1.795 -0.11
H 1.536 -1.890 4.635 0.00
H 4.243 -2.839 -1.311 0.00
H 1.955 3.133 3.889 0.00
H 3.866 3.988 -0.846 0.00
H 5.138 1.693 0.010 0.00
H 2.383 -3.621 -3.246 0.00
H 0.198 -2.157 -2.631 0.00
C -2.836 -3.513 -0.972 0.00
C -2.328 1.031 1.685 -0.03
B 3.274 -0.579 0.337 -0.01
C 1.181 2.138 2.138 0.02
N -2.282 0.745 0.262 0.04
H 3.682 -1.620 3.146 0.00
H -4.358 0.400 -0.158 0.00
C -0.295 1.453 -4.195 -0.01
H -2.727 -0.583 -2.025 0.00
H -2.668 0.205 2.266 0.00
C -1.121 1.748 2.233 0.04
H -4.130 -1.378 -1.384 0.00
H 0.511 -2.991 0.841 0.00
H -0.229 3.517 4.961 0.00
C -1.443 2.302 -4.138 0.01
C 4.059 1.841 -0.195 0.02
C -0.109 3.007 3.972 0.00
N -1.215 -2.046 0.035 0.01
H 2.121 1.952 1.642 -0.01
H -1.808 2.645 -5.122 0.00
H -3.012 3.000 -2.850 0.00
C 2.349 -2.876 -2.445 0.00
C -3.121 -1.082 -1.113 0.01
N 1.069 -0.795 1.484 -0.23
H 1.034 0.278 -2.818 0.00
H 1.226 3.176 -0.947 0.00
```

Results
- Spin multiplicity: 4
- Gap between HOMO and LUMO (alpha / beta): 8.49 / 8.65 eV
- Total charge: +2